Here is 2 unconnected molecules or ions with the total composition C3H10O from the OMol25 dataset. Energies are from ωB97M-V/def2-TZVPD.

The geometry in XYZ format:
```
14
Properties=species:S:1:pos:R:3:forces:R:3:mulliken_charge:R:1
C 1.33124 -0.74981 -0.94454 0.87 0.05 -0.04 -0.81
C 0.31287 -0.11310 -1.89718 -0.05 -0.27 0.59 -0.73
H 2.06797 -1.37328 -1.45996 -0.31 -0.16 -0.19 0.33
H 1.98887 -0.00307 -0.47856 -0.54 -0.01 0.22 0.27
H 0.87522 -1.36642 -0.16785 0.02 0.12 -0.05 0.22
H -0.65663 -0.05047 -1.39516 0.07 0.24 -0.12 0.18
H 0.63625 0.89390 -2.16831 -0.18 -0.18 -0.27 0.23
H 0.14765 -0.74104 -2.77009 0.11 0.19 -0.19 0.31
C -1.20257 0.29183 1.68215 0.11 0.16 0.34 -0.35
O -0.42597 1.08522 2.57736 -0.30 0.14 -0.02 -0.52
H -1.00345 0.57825 0.65517 -0.19 0.04 -0.23 0.06
H -2.25617 0.35240 1.93003 -0.35 0.20 -0.18 0.31
H -0.95028 -0.75115 1.80519 0.42 -0.22 0.12 0.20
H -0.86501 1.94674 2.63176 0.30 -0.30 0.03 0.30
```
Forces are in eV/Å.

As for the relative energy (zero: lowest compared OMol25 entry of this formula, charge and spin): 65.4 kJ/mol. Its HOMO-LUMO gap is 11.5 eV. For the max |F|, the calculation gives 0.9 eV/A.